(P)
Here is C4H5NO2 as an isolated structure from the OMol25 dataset. Energies are from ωB97M-V/def2-TZVPD.

Output
HOMO level = -9.47 eV

```
! RIJCOSX wB97M-V def2-TZVPD def2/J DEFGRID3
* xyz 0 1
N 0.3660 1.3283 1.0592
C 0.2564 0.2261 0.1941
C -1.2313 -0.0713 -0.5871
C -0.5313 -1.0175 0.2882
O 0.3795 -1.6432 -0.6889
C 1.1652 -0.4828 -0.7280
O 2.1430 -0.2442 -1.3676
H 0.8515 2.1054 0.6311
H 0.7385 1.1774 1.9963
H -1.7660 0.8324 -0.3643
H -1.5213 -0.5558 -1.5341
H -0.8502 -1.6548 1.1014
*
```



(Q)
Here is a single C4H5NO2 molecule from the OMol25 dataset. Energies are from ωB97M-V/def2-TZVPD.

Output
HOMO level = -10.24 eV

```
! RIJCOSX wB97M-V def2-TZVPD def2/J DEFGRID3
* xyz 0 1
O 2.6796 -0.3223 -0.5110
C 1.4741 -0.2993 -0.5088
C 0.6786 0.4029 0.5435
C -0.4904 1.2030 0.0400
N -0.7006 -0.0020 0.7785
C -1.2719 -1.1174 0.1554
O -2.0210 -1.0600 -0.7884
H 0.8766 -0.7834 -1.3131
H 1.2458 0.7405 1.4073
H -0.7138 1.1712 -1.0259
H -0.7442 2.1253 0.5540
H -1.0128 -2.0585 0.6685
*
```



(R)
Here is a single C4H5NO2 molecule from the OMol25 dataset. Energies are from ωB97M-V/def2-TZVPD.

Output
HOMO level (spin up / spin down) = -7.60 / -7.40 eV

```
! RIJCOSX wB97M-V def2-TZVPD def2/J DEFGRID3
* xyz 0 1
C -0.5226 -1.1433 -1.2495
C -2.4597 -0.9000 0.2926
C 0.7772 0.1324 0.2921
C 1.6303 1.3224 0.4427
N -1.6147 -1.3461 -0.4108
O -3.3197 -0.8312 1.0298
O 0.5373 -0.3937 -0.8781
H -0.2357 -1.9470 -1.7939
H -0.0844 0.1461 0.9455
H 2.5279 1.2025 -0.2063
H 1.8147 1.6852 1.4544
H 0.9494 2.0727 0.0816
*
```



It comes down to (Q), which is 21.6 kcal/mol more stable than the next structure.